Density functional theory data (ωB97M-V/def2-TZVPD) for a molecular structure, C5H13NO3P at a distorted geometry.

Element x y z (Å)
C  -2.02  0.17  0.15
C  -2.42  -0.60  -0.84
C  -0.88  2.33  0.51
C  2.81  0.68  -1.13
C  -0.13  -2.54  0.04
N  -0.88  0.97  -0.10
O  1.22  -0.26  2.05
O  1.43  0.92  -0.85
O  0.48  -1.37  -0.60
P  0.48  0.04  -0.03
H  -2.47  0.12  1.12
H  -3.21  -1.34  -0.76
H  1.21  0.53  2.45
H  -2.22  -0.52  -1.85
H  -1.73  2.67  -0.01
H  -0.04  2.99  0.09
H  -1.06  2.39  1.69
H  3.51  0.69  -0.33
H  3.21  1.34  -1.80
H  2.80  -0.39  -1.41
H  0.46  -3.33  -0.17
H  -1.06  -2.84  -0.31
H  -0.13  -2.58  1.17

Computed properties:
total charge	+1
energy above the lowest of the compared OMol25 structures with the same formula, charge and spin	3.809	eV
2S+1	1
Kohn-Sham gap	9.4274	eV
molecular weight	166.137	u
highest occupied orbital energy	-13.96	eV
LUMO energy	-4.5	eV